Entry 1:
{"formula": "C6H6BKN2O5PS", "method": "the ωB97M-V functional and the def2-TZVPD basis", "lumo_energy_ev": -4.3, "gap_ev": 6.8, "multiplicity": 1, "homo_energy_ev": -11.1, "charge": 1, "species": ["O", "B", "O", "O", "C", "C", "C", "P", "O", "O", "C", "C", "N", "S", "N", "C", "H", "H", "H", "H", "H", "H", "K"], "xyz": [[2.778, -0.534, 1.899], [2.999, 0.068, 0.673], [4.098, -0.286, -0.075], [2.158, 1.077, 0.131], [0.878, 0.698, -0.086], [0.465, -0.499, -0.537], [-0.955, -0.785, -0.774], [-1.508, -2.419, -1.449], [-0.307, -3.538, -1.215], [-2.750, -2.930, -0.477], [-1.908, 0.133, -0.550], [-1.566, 1.441, -0.067], [-2.386, 2.432, 0.194], [-1.369, 3.643, 0.655], [0.073, 2.924, 0.584], [-0.137, 1.693, 0.162], [2.226, -1.307, 1.714], [3.792, -0.261, -0.994], [1.195, -1.283, -0.752], [0.494, -3.124, -0.865], [-2.543, -2.604, 0.416], [-2.958, -0.077, -0.758], [-2.770, 5.539, 2.170]], "nbo_charge": [-0.9086, 1.2965, -0.8710, -0.6836, 0.3999, -0.3134, -0.3404, 1.3488, -0.9563, -0.9391, -0.2447, 0.1451, -0.5693, 0.7107, -0.5251, 0.0599, 0.4990, 0.4950, 0.2042, 0.4791, 0.4805, 0.2486, 0.9843]}

Entry 2:
{"formula": "C6H6Br18", "method": "the ωB97M-V functional and the def2-TZVPD basis", "lumo_energy_ev": -0.9, "gap_ev": 9.3, "multiplicity": 1, "homo_energy_ev": -10.1, "species": ["C", "Br", "Br", "Br", "H", "C", "Br", "Br", "Br", "H", "C", "Br", "Br", "Br", "H", "C", "Br", "Br", "Br", "H", "C", "Br", "Br", "Br", "H", "C", "Br", "Br", "Br", "H"], "xyz": [[-3.420, 1.156, -2.336], [-4.087, -0.316, -3.419], [-3.915, 2.911, -3.209], [-1.507, 1.018, -1.973], [-3.912, 1.141, -1.364], [3.179, 0.741, 4.409], [3.960, 2.060, 3.076], [1.275, 1.294, 4.984], [4.381, 0.571, 5.972], [3.052, -0.222, 3.915], [1.157, -0.262, 0.249], [2.169, 1.411, 0.007], [1.333, -0.962, 2.064], [1.847, -1.622, -0.981], [0.114, -0.247, -0.069], [-0.688, 3.313, 1.465], [-1.969, 2.309, 2.711], [0.576, 4.365, 2.657], [-1.641, 4.334, 0.060], [0.004, 2.617, 0.989], [-2.477, -2.232, 0.676], [-1.596, -2.306, -1.126], [-2.917, -4.023, 1.312], [-3.898, -0.833, 0.667], [-1.719, -1.866, 1.368], [2.186, -2.879, -4.340], [1.349, -4.360, -5.376], [0.891, -1.409, -4.179], [4.017, -2.353, -4.851], [2.254, -3.349, -3.359]], "nbo_charge": [-0.4570, 0.1074, 0.0574, 0.0707, 0.2229, -0.4165, 0.0619, 0.0443, 0.0956, 0.2081, -0.4770, 0.1085, 0.0809, 0.0647, 0.2315, -0.4212, 0.0404, 0.0577, 0.1033, 0.2075, -0.4550, 0.0671, 0.1130, 0.0663, 0.2144, -0.4707, 0.0698, 0.0924, 0.1019, 0.2097]}

Entry 3:
{"formula": "C6H6Br2N2", "method": "the ωB97M-V functional and the def2-TZVPD basis", "lumo_energy_ev": -0.7, "gap_ev": 8.3, "multiplicity": 1, "homo_energy_ev": -9.0, "species": ["C", "C", "C", "C", "C", "C", "N", "N", "Br", "Br", "H", "H", "H", "H", "H", "H"], "xyz": [[-1.105, 1.696, 1.194], [-1.356, 0.963, 0.094], [-0.864, -0.323, 1.814], [1.570, -1.210, -1.266], [2.049, 0.044, -1.170], [-1.027, -1.495, -0.269], [-0.859, 0.916, 2.236], [-1.218, -0.414, 0.447], [2.199, 1.201, 0.335], [-1.553, -1.402, -2.027], [-1.064, 2.786, 1.205], [-1.668, 1.251, -0.846], [-0.753, -1.109, 2.449], [1.752, -1.956, -2.058], [1.334, -1.561, -0.285], [2.562, 0.614, -1.855]], "nbo_charge": [-0.0435, -0.0955, 0.2424, -0.4432, -0.2396, 0.0556, -0.4155, -0.4897, 0.0284, 0.0868, 0.2188, 0.2253, 0.2088, 0.2418, 0.2223, 0.1967]}

Entry 4:
{"formula": "C6H6BrClN4", "method": "the ωB97M-V functional and the def2-TZVPD basis", "lumo_energy_ev": -8.8, "gap_ev": 7.8, "smiles": "[NH2+]=c1[nH]cc(Br)n1/C=C\\[N+]#CCl", "multiplicity": 1, "homo_energy_ev": -16.6, "charge": 2, "species": ["C", "C", "C", "C", "C", "C", "N", "N", "N", "N", "Cl", "Br", "H", "H", "H", "H", "H", "H"], "xyz": [[1.304, 1.894, 1.542], [0.819, 1.496, 0.371], [1.744, -0.712, 0.522], [2.195, 0.242, 3.037], [-0.258, -0.513, -0.460], [1.262, -1.974, 0.226], [1.722, 1.236, 2.608], [0.789, 0.170, 0.044], [-0.046, -1.856, -0.105], [-1.329, -0.102, -1.039], [2.696, -0.877, 3.948], [3.632, -0.023, 0.382], [1.277, 2.991, 1.811], [0.731, 2.284, -0.399], [1.669, -2.995, 0.268], [-0.473, -2.748, -0.534], [-1.822, 0.817, -1.017], [-1.869, -0.942, -1.281]], "nbo_charge": [-0.0575, 0.0149, -0.0281, 0.4564, 0.6518, -0.0066, -0.2609, -0.4210, -0.5236, -0.7242, 0.4750, 0.1707, 0.2871, 0.2858, 0.2861, 0.4784, 0.4766, 0.4389]}

Entry 5:
{"formula": "C6H6BrFN3O2", "method": "the ωB97M-V functional and the def2-TZVPD basis", "lumo_energy_ev": -4.7, "gap_ev": 9.7, "smiles": "O=C(F)Cc1[nH]cn[n+]1CC(=O)Br", "multiplicity": 1, "homo_energy_ev": -14.4, "charge": 1, "species": ["O", "C", "F", "C", "C", "N", "C", "N", "N", "C", "C", "O", "Br", "H", "H", "H", "H", "H", "H"], "xyz": [[3.208, -0.904, 1.811], [2.016, -0.533, 1.853], [1.116, -0.773, 2.929], [1.464, 0.252, 0.537], [-0.124, 0.432, 0.528], [-0.891, 1.222, 1.492], [-2.301, 1.052, 1.084], [-2.316, 0.223, -0.108], [-1.043, -0.131, -0.423], [-0.845, -1.026, -1.601], [0.375, -0.621, -2.557], [1.254, -1.509, -2.778], [0.619, 1.114, -3.466], [1.891, -0.303, -0.365], [1.910, 1.320, 0.629], [-0.505, 1.773, 2.282], [-3.206, 1.498, 1.617], [-1.815, -0.966, -2.238], [-0.806, -2.119, -1.225]], "nbo_charge": [-0.4557, 0.8620, -0.3325, -0.5848, 0.4620, -0.5155, 0.1904, -0.1859, -0.1496, -0.3360, 0.4267, -0.4605, 0.0948, 0.3174, 0.3012, 0.4824, 0.2918, 0.3022, 0.2897]}

Entry 6:
{"formula": "C6H6CdI", "method": "the ωB97M-V functional and the def2-TZVPD basis", "lumo_energy_ev": -7.7, "gap_ev": 5.7, "multiplicity": 1, "homo_energy_ev": -13.4, "charge": 1, "species": ["Cd", "I", "C", "C", "C", "C", "C", "C", "H", "H", "H", "H", "H", "H"], "xyz": [[2.144, 0.604, -2.137], [2.623, 3.390, -1.680], [-1.179, -1.338, -0.187], [-0.397, -1.521, 0.944], [0.422, -0.496, 1.436], [0.464, 0.701, 0.772], [-0.330, 0.896, -0.316], [-1.163, -0.082, -0.793], [-1.920, -2.170, -0.324], [-0.487, -2.546, 1.360], [0.978, -0.812, 2.319], [1.076, 1.505, 1.182], [-0.303, 1.834, -0.893], [-1.926, 0.036, -1.684]], "nbo_charge": [1.2254, -0.2930, -0.2213, -0.1742, -0.2155, -0.2412, -0.3037, -0.2288, 0.2462, 0.2354, 0.2431, 0.2429, 0.2363, 0.2483]}